# 1
ORCA calculation (wB97M-V/def2-TZVPD) on C8H9ClO2 in the gas phase.

Computed properties:
Molecular weight   172.61 g mol⁻¹
LUMO level (alpha / beta)   0.0279 / -0.0652 Ha
Kohn-Sham gap (alpha / beta)   6.9 / 8.0 eV
HOMO level (alpha / beta)   -6.173 / -9.803 eV
Multiplicity   3

Element x y z (Å)
C: -2.0956 1.5972 0.5073
C: -3.1930 1.6719 -0.1746
C: 0.1227 0.4431 0.0723
C: 1.4159 0.0848 0.3668
C: -0.6148 1.4057 0.7882
C: 3.3299 -1.2669 -0.1039
C: -4.4193 0.9874 0.2445
C: 3.6995 -2.4129 -1.0404
O: 3.9352 -0.8125 0.8010
O: 2.0910 -0.8721 -0.3741
Cl: 0.1250 2.1447 2.2392
H: -3.2662 2.5003 -0.9346
H: -0.2460 0.0557 -0.8823
H: 1.8749 0.3400 1.3001
H: -4.6811 1.3427 1.2209
H: -5.3327 1.0025 -0.4823
H: -4.0558 -0.0987 0.4931
H: 3.9133 -1.9092 -1.9361
H: 2.8359 -3.0345 -1.1986
H: 4.5613 -3.1692 -0.9065

=====

# 2
ORCA calculation (wB97M-V/def2-TZVPD) on C8H9ClS in the gas phase.

Computed properties:
Relative energy (zero: lowest compared OMol25 entry of this formula, charge and spin)   108.1 kcal/mol
Molecular weight   172.68 g mol⁻¹
LUMO level (alpha / beta)   -0.0339 / -0.0339 Ha
Kohn-Sham gap (alpha / beta)   7.4 / 7.4 eV
HOMO level (alpha / beta)   -8.301 / -8.302 eV

Element x y z (Å)
C: -0.4246 -2.5400 -1.2916
S: 0.6849 -1.0949 -1.1295
C: 0.7271 -0.2311 -2.5347
Cl: 2.6674 -1.3728 0.0775
C: 0.0375 0.0302 0.0998
C: 0.7077 1.2239 0.3018
C: 0.2388 2.1076 1.2581
C: -0.8763 1.7801 2.0140
C: -1.5266 0.5733 1.8132
C: -1.0740 -0.3116 0.8472
H: -0.1299 -3.0539 -2.1983
H: -0.2864 -3.1602 -0.4113
H: 1.0784 -0.7725 -3.3944
H: 1.0091 0.8029 -2.4559
H: 1.5985 1.4463 -0.2644
H: 0.7547 3.0408 1.4218
H: -1.2335 2.4660 2.7664
H: -2.3855 0.3190 2.4138
H: -1.5673 -1.2530 0.6666

=====

# 3
ORCA calculation (wB97M-V/def2-TZVPD) on a molecular structure, C8H9F2N3NiO13S2.

Computed properties:
Molecular weight   515.99 g mol⁻¹
LUMO level (alpha / beta)   0.1551 / 0.1546 Ha
Kohn-Sham gap (alpha / beta)   5.1 / 5.1 eV
Net charge   -2
HOMO level (alpha / beta)   -0.879 / -0.875 eV
Multiplicity   3

Element x y z (Å)
Ni: -10.7910 -10.9233 -17.9295
C: -15.0046 -10.6708 -21.1071
C: -14.9677 -9.7156 -22.0934
C: -13.6619 -8.9503 -22.2947
O: -13.5266 -8.0786 -23.1867
C: -12.6141 -9.1482 -21.3984
C: -12.6791 -10.0406 -20.3123
C: -13.9512 -10.9285 -20.1882
O: -14.0321 -11.7488 -19.2725
O: -11.7644 -10.1268 -19.4400
O: -15.9669 -9.5548 -22.8622
H: -15.9186 -11.2196 -20.9167
H: -11.6828 -8.6057 -21.4991
N: -9.1822 -9.9338 -17.4121
S: -8.3515 -8.6077 -17.7371
O: -7.2113 -8.8738 -18.5735
O: -8.2658 -7.5806 -16.7341
F: -9.4019 -7.9783 -18.7678
S: -8.0632 -10.4444 -16.2127
O: -8.1513 -9.8310 -14.9244
O: -6.8087 -10.9555 -16.7005
F: -8.8477 -11.8474 -16.0134
O: -11.6115 -12.6439 -17.7136
H: -11.0110 -13.3196 -17.3850
C: -13.6959 -9.7075 -14.8088
N: -12.3581 -10.2829 -15.1617
O: -11.6465 -10.7055 -14.2874
O: -12.1098 -10.2657 -16.3476
H: -14.4331 -10.1222 -15.4892
H: -13.6002 -8.6287 -14.8704
H: -13.9081 -10.0504 -13.8000
C: -10.3824 -13.5854 -21.2786
N: -9.7547 -13.1686 -20.0072
O: -9.2156 -14.0140 -19.3377
O: -9.8156 -11.9858 -19.7763
H: -10.8144 -14.5675 -21.1267
H: -9.6954 -13.4627 -22.1123
H: -11.1738 -12.8673 -21.4931

=====

# 4
ORCA calculation (wB97M-V/def2-TZVPD) on C8H9FIN3O4 in the gas phase.

Computed properties:
Molecular weight   357.08 g mol⁻¹
LUMO level   -0.0317 Ha
Kohn-Sham gap   9.1 eV
HOMO level   -9.999 eV

Element x y z (Å)
O: -2.2082 0.6280 2.6250
N: -1.9284 -0.5149 2.8782
O: -2.4271 -1.1195 3.8620
C: -1.2166 -1.3007 1.8989
N: -1.3954 -2.6032 1.9217
C: -0.5769 -2.9916 0.8498
C: 0.0249 -1.9116 0.2427
N: -0.3749 -0.7494 0.9727
C: 0.1263 0.6183 0.8504
O: -0.8357 1.4689 0.2187
C: -1.1579 1.1568 -1.1751
C: 0.1657 0.7909 -2.0230
I: -0.0485 2.2243 -3.9058
C: 1.4836 1.0151 -1.2592
O: 2.5842 0.4255 -1.9889
C: 1.5011 0.8689 0.2672
F: 2.2223 1.9014 0.7929
H: -0.3347 -4.0480 0.5656
H: 0.7872 -1.9989 -0.6160
H: 0.2917 0.9835 1.8978
H: -1.7891 2.0104 -1.6102
H: -1.7674 0.2792 -1.2283
H: 0.0032 -0.2332 -2.4302
H: 1.7115 2.1028 -1.3310
H: 2.8771 0.9911 -2.7711
H: 2.2821 0.0058 0.4953

=====

# 5
ORCA calculation (wB97M-V/def2-TZVPD) on 2 unconnected molecules or ions with the total composition C8H9FNO4.

Computed properties:
Relative energy (zero: lowest compared OMol25 entry of this formula, charge and spin)   0.0 kcal/mol
Molecular weight   202.16 g mol⁻¹
LUMO level   0.1277 Ha
Kohn-Sham gap   6.5 eV
Net charge   -1
HOMO level   -3.072 eV

Element x y z (Å)
C: -2.0584 -1.5631 1.1346
C: 2.9152 -1.0759 0.2767
C: -1.4749 1.0453 -0.0327
C: -0.1036 1.0657 0.6268
C: -1.5648 -0.3628 -0.5623
C: 0.8080 0.1720 -0.2841
C: 2.1373 0.0212 0.2594
C: -0.3280 -0.8536 -0.7182
N: -0.0178 -2.0583 -1.1673
O: -2.1039 -2.6460 0.6731
O: 4.1417 -1.1689 0.9910
O: -2.1659 -0.8818 2.0875
O: 2.5787 -2.0905 -0.4633
F: 2.4551 1.0307 1.1708
H: -2.3243 1.4330 0.5475
H: -1.4018 1.7038 -0.9978
H: 0.3152 2.1456 0.7262
H: -0.1312 0.5334 1.5785
H: -2.5710 -0.6862 -0.7967
H: 0.8207 0.7928 -1.1236
H: -0.7082 -2.7414 -0.9097
H: 0.9985 -2.3698 -1.0107
H: 4.0959 -0.6665 1.7680

=====

# 6
ORCA calculation (wB97M-V/def2-TZVPD) on C8H9IS2 in the gas phase.

Computed properties:
Relative energy (zero: lowest compared OMol25 entry of this formula, charge and spin)   44.7 kcal/mol
Molecular weight   296.20 g mol⁻¹
LUMO level (alpha / beta)   -0.0428 / -0.0657 Ha
Kohn-Sham gap (alpha / beta)   6.2 / 5.5 eV
HOMO level (alpha / beta)   -7.334 / -7.243 eV

Element x y z (Å)
C: 1.1390 0.2961 -0.6412
C: -0.2157 -0.2032 -0.6001
C: 2.1042 -0.5942 -0.3792
C: -0.2327 -1.5393 -0.2192
C: -1.4322 0.5742 -0.9768
C: -2.4320 0.4601 0.1434
C: 3.5460 -0.3957 -0.2423
C: -2.1047 0.7957 1.4930
S: 1.3643 -2.1659 -0.0084
S: -1.6946 -2.2994 0.2720
I: -4.5121 0.4317 -0.3561
H: 1.2939 1.3269 -0.5338
H: -1.0538 1.6768 -1.0401
H: -1.8097 0.1914 -1.8505
H: 3.9561 -1.0460 0.6224
H: 4.1985 -0.7218 -1.0903
H: 3.6912 0.6482 0.0839
H: -1.5446 1.6861 1.3833
H: -1.3206 -0.0246 1.7448
H: -2.9404 0.9029 2.1953